{"formula": "C40H31N3O5PS2Zr", "method": "ωB97M-V with the def2-TZVPD basis set", "homo_ev": [-5.002, -7.493], "orbital_gap_ev": [5.20, 7.68], "energy_ev": -88934.2426, "e_above_lowest_kcal_mol": 5.62, "multiplicity": 2, "elements": ["Zr", "O", "C", "O", "C", "C", "C", "C", "C", "C", "P", "C", "C", "C", "C", "C", "C", "C", "C", "C", "C", "C", "C", "H", "H", "H", "H", "H", "H", "H", "H", "H", "H", "H", "H", "H", "H", "O", "N", "C", "C", "C", "C", "C", "S", "H", "H", "H", "H", "C", "C", "C", "C", "C", "C", "C", "S", "O", "O", "N", "C", "C", "C", "C", "C", "C", "C", "C", "N", "C", "H", "H", "H", "H", "H", "H", "H", "H", "H", "H", "H", "H", "H"], "xyz": [[1.666, -0.154, 0.144], [2.798, 1.751, 0.576], [2.381, 2.153, -0.542], [2.138, 1.296, -1.453], [1.817, 3.529, -0.622], [2.508, 4.663, -1.007], [1.875, 5.895, -0.920], [0.579, 5.981, -0.433], [-0.106, 4.837, -0.054], [0.497, 3.589, -0.162], [-0.348, 1.986, 0.187], [-1.533, 1.920, -1.183], [-2.586, 2.822, -1.305], [-3.456, 2.739, -2.379], [-3.275, 1.758, -3.345], [-2.225, 0.859, -3.232], [-1.359, 0.942, -2.151], [-1.276, 2.381, 1.697], [-0.552, 2.863, 2.789], [-1.190, 3.128, 3.990], [-2.558, 2.917, 4.108], [-3.278, 2.432, 3.026], [-2.640, 2.154, 1.826], [3.530, 4.591, -1.354], [2.401, 6.792, -1.218], [0.099, 6.947, -0.347], [-1.111, 4.922, 0.338], [-2.746, 3.584, -0.551], [-4.278, 3.439, -2.461], [-3.957, 1.691, -4.183], [-2.082, 0.083, -3.971], [-0.548, 0.222, -2.069], [0.515, 3.032, 2.701], [-0.622, 3.505, 4.830], [-3.060, 3.129, 5.043], [-4.341, 2.257, 3.118], [-3.199, 1.747, 0.996], [1.246, -0.102, 2.198], [2.162, 0.040, 3.155], [1.730, 0.535, 4.335], [2.602, 0.672, 5.378], [3.934, 0.276, 5.190], [4.336, -0.238, 3.984], [3.432, -0.370, 2.915], [3.807, -1.037, 1.386], [0.682, 0.792, 4.348], [2.248, 1.071, 6.315], [4.647, 0.374, 5.996], [5.355, -0.554, 3.815], [-4.344, -3.879, -4.209], [-3.561, -3.370, -3.032], [-2.179, -3.247, -3.092], [-1.449, -2.794, -2.000], [-2.110, -2.472, -0.828], [-3.491, -2.596, -0.743], [-4.207, -3.034, -1.842], [-1.262, -1.838, 0.596], [-1.654, -0.452, 0.743], [-1.553, -2.710, 1.701], [0.280, -1.810, 0.164], [1.055, -3.005, 0.034], [0.776, -4.227, 0.635], [1.618, -5.308, 0.385], [2.717, -5.192, -0.443], [3.024, -3.966, -1.053], [4.112, -3.770, -1.946], [4.288, -2.514, -2.521], [3.470, -1.459, -2.190], [2.441, -1.586, -1.292], [2.185, -2.859, -0.792], [-3.797, -3.735, -5.139], [-5.305, -3.371, -4.293], [-4.547, -4.946, -4.106], [-1.658, -3.504, -4.006], [-0.374, -2.695, -2.069], [-3.999, -2.347, 0.180], [-5.285, -3.121, -1.778], [-0.075, -4.332, 1.286], [1.399, -6.259, 0.853], [3.356, -6.044, -0.634], [4.768, -4.594, -2.185], [5.086, -2.343, -3.231], [3.613, -0.466, -2.595]], "lowdin_charge": [1.597, -0.100, -0.648, -0.113, -0.143, -0.010, -0.067, -0.069, -0.066, -0.258, 1.110, -0.344, -0.094, -0.073, -0.076, -0.064, -0.088, -0.350, -0.104, -0.089, -0.082, -0.066, -0.088, 0.122, 0.106, 0.106, 0.105, 0.098, 0.104, 0.103, 0.106, 0.091, 0.113, 0.104, 0.103, 0.106, 0.102, -0.322, -0.172, -0.005, -0.046, -0.058, -0.070, -0.626, 0.759, 0.132, 0.108, 0.111, 0.110, -0.051, -0.274, -0.034, -0.047, -0.263, -0.047, -0.034, 0.594, -0.342, -0.280, -0.302, -0.292, -0.026, -0.081, -0.045, -0.177, -0.041, -0.094, -0.160, -0.146, -0.249, 0.075, 0.077, 0.085, 0.115, 0.106, 0.119, 0.114, 0.093, 0.101, 0.106, 0.101, 0.099, 0.096]}

***

{"formula": "C51H70N13O2", "method": "ωB97M-V with the def2-TZVPD basis set", "homo_ev": -9.242, "orbital_gap_ev": 4.32, "energy_ev": -77474.3127, "charge": 1, "elements": ["C", "C", "O", "C", "C", "O", "C", "N", "C", "C", "N", "N", "C", "C", "C", "C", "H", "H", "H", "H", "H", "H", "H", "H", "H", "H", "H", "H", "H", "H", "H", "H", "H", "H", "H", "H", "N", "C", "C", "C", "C", "H", "H", "H", "H", "H", "N", "C", "C", "C", "C", "H", "H", "H", "H", "H", "N", "C", "C", "C", "C", "H", "H", "H", "H", "H", "N", "C", "C", "C", "C", "H", "H", "H", "H", "H", "N", "C", "C", "C", "C", "H", "H", "H", "H", "H", "N", "C", "C", "C", "C", "H", "H", "H", "H", "H", "N", "C", "C", "C", "C", "H", "H", "H", "H", "H", "N", "C", "C", "C", "C", "H", "H", "H", "H", "H", "N", "C", "C", "C", "C", "H", "H", "H", "H", "H", "N", "C", "C", "C", "C", "H", "H", "H", "H", "H"], "xyz": [[7.528, -3.103, -0.108], [7.572, -1.751, -0.941], [7.961, -0.681, -0.036], [8.548, 0.413, -0.752], [7.637, 1.699, -0.751], [6.542, 1.598, -1.682], [5.399, 2.307, -1.248], [4.333, 1.301, -1.005], [4.654, 0.251, -0.163], [3.498, -0.604, -0.110], [2.548, 0.052, -0.919], [1.254, -0.308, -1.183], [0.888, -1.522, -0.810], [0.853, -2.614, -1.933], [0.453, -1.870, 0.661], [3.047, 1.198, -1.468], [8.517, -3.300, 0.387], [6.694, -3.057, 0.647], [7.320, -3.986, -0.761], [6.547, -1.566, -1.353], [8.324, -1.902, -1.758], [9.470, 0.714, -0.178], [8.836, 0.165, -1.803], [8.304, 2.533, -1.122], [7.349, 1.970, 0.295], [5.578, 2.950, -0.353], [5.032, 2.974, -2.078], [5.576, 0.019, 0.406], [3.405, -1.547, 0.455], [-0.152, -3.113, -2.007], [1.041, -2.139, -2.933], [1.681, -3.337, -1.722], [1.304, -1.576, 1.339], [0.340, -2.976, 0.748], [-0.448, -1.286, 0.962], [2.539, 1.917, -2.131], [-2.818, -3.117, -0.690], [-3.522, -4.145, -0.118], [-4.805, -4.094, -0.598], [-4.877, -2.997, -1.498], [-3.637, -2.418, -1.537], [-1.852, -2.909, -0.516], [-3.051, -4.819, 0.580], [-5.605, -4.768, -0.334], [-5.741, -2.672, -2.055], [-3.267, -1.569, -2.090], [-0.121, 3.004, -2.170], [-0.331, 3.914, -3.175], [-1.356, 4.736, -2.789], [-1.777, 4.311, -1.501], [-0.996, 3.246, -1.145], [0.565, 2.274, -2.183], [0.264, 3.894, -4.074], [-1.760, 5.553, -3.366], [-2.565, 4.738, -0.905], [-0.988, 2.637, -0.255], [-3.143, 5.420, 1.814], [-4.148, 5.993, 2.546], [-4.468, 5.135, 3.567], [-3.621, 4.004, 3.450], [-2.813, 4.210, 2.362], [-2.714, 5.826, 1.001], [-4.548, 6.957, 2.277], [-5.226, 5.302, 4.316], [-3.605, 3.137, 4.093], [-2.035, 3.602, 1.929], [-5.113, -5.577, -3.848], [-6.067, -4.983, -4.629], [-6.981, -5.941, -4.984], [-6.565, -7.160, -4.389], [-5.413, -6.903, -3.693], [-4.317, -5.110, -3.449], [-6.012, -3.932, -4.865], [-7.851, -5.785, -5.601], [-7.057, -8.117, -4.463], [-4.781, -7.548, -3.103], [10.854, -1.895, 2.155], [10.282, -2.791, 3.010], [11.275, -3.342, 3.776], [12.499, -2.747, 3.371], [12.206, -1.855, 2.369], [10.357, -1.348, 1.473], [9.217, -2.958, 2.997], [11.139, -4.088, 4.543], [13.482, -2.950, 3.767], [12.840, -1.201, 1.792], [-4.775, -1.933, -6.624], [-5.514, -1.306, -7.592], [-5.114, -1.793, -8.809], [-4.099, -2.755, -8.568], [-3.914, -2.821, -7.212], [-4.854, -1.767, -5.636], [-6.256, -0.569, -7.331], [-5.508, -1.493, -9.767], [-3.566, -3.333, -9.306], [-3.246, -3.421, -6.615], [-8.418, 0.196, -0.405], [-9.159, 0.824, -1.372], [-8.762, 0.337, -2.590], [-7.747, -0.626, -2.350], [-7.559, -0.693, -0.994], [-8.495, 0.361, 0.584], [-9.901, 1.561, -1.109], [-9.157, 0.638, -3.548], [-7.216, -1.204, -3.090], [-6.890, -1.293, -0.398], [10.932, -2.515, 6.945], [9.956, -1.901, 7.680], [9.599, -2.746, 8.700], [10.395, -3.913, 8.579], [11.209, -3.740, 7.489], [11.378, -2.127, 6.131], [9.600, -0.919, 7.414], [8.850, -2.547, 9.451], [10.373, -4.781, 9.218], [11.959, -4.382, 7.054], [-6.152, 7.274, 6.809], [-4.818, 7.346, 6.508], [-4.113, 7.189, 7.673], [-5.058, 7.009, 8.717], [-6.306, 7.064, 8.153], [-6.902, 7.361, 6.146], [-4.488, 7.504, 5.494], [-3.039, 7.200, 7.766], [-4.846, 6.856, 9.764], [-7.287, 6.973, 8.590], [-6.686, 2.301, -1.410], [-6.582, 2.465, -2.764], [-5.732, 3.514, -3.000], [-5.301, 4.000, -1.738], [-5.904, 3.230, -0.776], [-7.250, 1.603, -0.953], [-7.123, 1.822, -3.441], [-5.449, 3.891, -3.970], [-4.626, 4.820, -1.557], [-5.845, 3.263, 0.301]], "lowdin_charge": [-0.069, -0.245, -0.193, -0.176, -0.166, -0.108, -0.133, -0.023, 0.016, 0.042, -0.089, 0.081, -0.255, -0.003, -0.011, 0.041, 0.072, 0.074, 0.080, 0.106, 0.125, 0.135, 0.135, 0.141, 0.133, 0.154, 0.157, 0.142, 0.133, 0.082, 0.097, 0.110, 0.086, 0.091, 0.108, 0.155, -0.004, -0.130, -0.095, -0.122, -0.132, 0.091, 0.108, 0.104, 0.074, 0.109, -0.008, -0.134, -0.088, -0.106, -0.136, 0.084, 0.106, 0.100, 0.059, 0.096, 0.007, -0.135, -0.116, -0.108, -0.149, 0.127, 0.109, 0.083, 0.090, 0.090, 0.003, -0.148, -0.105, -0.109, -0.144, 0.125, 0.087, 0.093, 0.092, 0.103, 0.004, -0.144, -0.125, -0.106, -0.134, 0.125, 0.104, 0.087, 0.096, 0.107, -0.008, -0.140, -0.108, -0.110, -0.153, 0.129, 0.105, 0.092, 0.091, 0.100, -0.017, -0.140, -0.122, -0.103, -0.135, 0.157, 0.124, 0.107, 0.086, 0.103, 0.003, -0.144, -0.117, -0.113, -0.151, 0.123, 0.102, 0.089, 0.091, 0.105, 0.001, -0.154, -0.111, -0.114, -0.144, 0.143, 0.096, 0.089, 0.090, 0.105, 0.023, -0.135, -0.104, -0.127, -0.125, 0.072, 0.086, 0.088, 0.069, 0.103]}

***

{"formula": "C7H10BrCl3FN2O4P", "method": "ωB97M-V with the def2-TZVPD basis set", "homo_ev": -6.498, "orbital_gap_ev": 3.93, "energy_ev": -138201.9733, "elements": ["C", "C", "Cl", "C", "C", "N", "C", "Cl", "C", "F", "P", "O", "Cl", "C", "Br", "H", "H", "H", "H", "H", "H", "H", "H", "H", "H", "N", "O", "O", "O"], "xyz": [[-3.847, -0.440, -2.118], [-2.489, 0.199, -2.311], [-1.283, -1.117, -2.344], [-2.222, 1.274, -1.224], [-1.114, 1.023, -0.293], [-1.278, 0.862, 0.962], [-0.025, 0.623, 1.716], [-0.440, -0.618, 2.925], [0.779, -0.042, 0.541], [0.138, -1.229, 0.326], [2.650, -0.238, 0.838], [2.776, -1.833, 0.786], [3.396, 0.388, -1.019], [0.369, 0.977, -0.545], [1.008, 2.782, -0.242], [-3.979, -1.159, -2.914], [-4.638, 0.297, -2.113], [-3.814, -1.017, -1.202], [-2.439, 0.671, -3.277], [-2.123, 2.249, -1.681], [-3.120, 1.334, -0.616], [-2.192, 0.894, 1.401], [0.431, 1.501, 2.137], [2.158, -2.193, 0.125], [0.638, 0.741, -1.559], [5.173, -1.487, 2.931], [5.626, -1.044, 1.851], [4.112, -0.996, 3.387], [5.748, -2.402, 3.531]], "lowdin_charge": [-0.126, -0.677, 0.725, -0.098, -0.288, 0.118, -0.585, 0.745, -0.670, -0.057, 0.669, -0.286, 0.240, -0.633, 0.857, 0.078, 0.089, 0.083, 0.099, 0.142, 0.123, 0.179, 0.098, 0.069, 0.060, -0.647, -0.110, -0.147, -0.051]}